17
Properties=species:S:1:pos:R:3:forces:R:3 method="wB97M-V/def2-TZVPD" lumo_energy_ev=0.9 e_tot_ev=-15177.2352 smiles=CSC.CC multiplicity=1 fmax_ev_per_a=1.69 homo_ev=-8.51 gap_ev=9.43
C 2.35039 1.93447 -0.35050 -0.2 -0.3 -0.1
S 3.11402 0.40112 0.28945 0.3 0.0 0.2
C 2.33286 -0.84418 -0.81789 -0.2 1.1 0.6
H 2.90806 2.85411 -0.17775 0.6 -0.4 0.2
H 2.30196 1.78186 -1.42835 -0.4 0.3 0.0
H 1.38281 2.14029 0.10865 -0.2 -0.4 -0.3
H 1.28037 -0.90266 -0.55165 -0.1 0.0 -0.3
H 2.76428 -1.83039 -0.69739 0.4 0.1 0.1
H 2.48393 -0.45768 -1.81607 -0.2 -0.3 -0.4
C -2.67644 -1.08491 1.34432 1.4 0.4 -0.9
C -2.57066 -0.16114 0.11207 -0.5 -0.6 -1.0
H -3.58227 -0.85414 1.88849 0.1 -0.3 0.4
H -2.62666 -2.11910 1.00503 -0.5 -0.1 0.1
H -1.75195 -1.00662 1.92060 -0.4 0.4 0.6
H -2.95527 -0.72641 -0.74685 -0.2 0.2 0.0
H -1.58019 0.13339 -0.23979 0.2 -0.1 0.6
H -3.17526 0.74200 0.15763 0.0 0.1 0.3